{
  "formula": "C5H9P",
  "method": "ωB97M-V/def2-TZVPD",
  "elements": ["C", "P", "C", "C", "C", "C", "H", "H", "H", "H", "H", "H", "H", "H", "H"],
  "positions_angstrom": [[-0.79, 1.50, 2.84], [-0.77, 0.98, 1.21], [0.39, -0.05, 0.77], [0.68, -0.60, -0.49], [-0.21, -1.75, -0.77], [0.63, 0.56, -1.49], [-1.72, 1.39, 3.44], [-0.24, 2.44, 2.84], [1.68, -0.92, -0.40], [-1.30, -1.37, -0.86], [-0.17, -2.49, 0.08], [-0.02, -2.17, -1.72], [1.00, 0.10, -2.50], [1.25, 1.47, -1.37], [-0.39, 0.92, -1.57]],
  "homo_ev": [-8.22, -7.95],
  "e_above_lowest_kj_mol": 402.1,
  "gap_ev": [7.6644, 7.3827],
  "e_tot_ha": -537.0602,
  "mol_weight_g_mol": 100.1,
  "smiles": "C=P#CC(C)C"
}